No. 1
{"formula": "C13H35N9O20", "method": "wB97M-V/def2-TZVPD", "species": ["C", "N", "O", "O", "H", "H", "H", "C", "N", "O", "O", "H", "H", "H", "C", "N", "O", "O", "H", "H", "H", "C", "N", "O", "O", "H", "H", "H", "C", "N", "O", "O", "H", "H", "H", "C", "N", "O", "O", "H", "H", "H", "C", "N", "O", "O", "H", "H", "H", "C", "N", "O", "O", "H", "H", "H", "C", "N", "O", "O", "H", "H", "H", "C", "C", "O", "C", "C", "O", "H", "H", "H", "H", "H", "H", "H", "H"], "coordinates": [[-3.1517, -3.5037, 2.3046], [-2.5899, -2.5951, 1.2991], [-1.7824, -3.1442, 0.5402], [-2.9585, -1.3973, 1.4350], [-3.7099, -4.3205, 1.8470], [-3.7996, -2.8271, 2.8618], [-2.3100, -3.8288, 2.9161], [2.1418, 1.6276, -1.9432], [3.1567, 1.2713, -0.8851], [2.7845, 1.3993, 0.2764], [4.3082, 1.0037, -1.2858], [2.1853, 0.8722, -2.7278], [2.4728, 2.6236, -2.2376], [1.1180, 1.7016, -1.5763], [3.3463, -2.5673, -1.5325], [2.7380, -1.2831, -1.9480], [1.7285, -0.8489, -1.3762], [3.2455, -0.7816, -2.9507], [2.8795, -3.0226, -0.6590], [4.4028, -2.3175, -1.4353], [3.2951, -3.2392, -2.3892], [-1.1839, 1.9517, -2.6890], [-2.4718, 2.5002, -2.2285], [-3.4727, 1.7894, -2.1938], [-2.5265, 3.6825, -1.9946], [-0.7167, 2.7011, -3.3278], [-1.3652, 0.9915, -3.1720], [-0.4781, 1.7861, -1.8751], [-2.5037, 2.9764, 0.8413], [-3.5129, 1.9102, 0.7377], [-3.6511, 1.4947, -0.4050], [-3.9753, 1.3379, 1.6859], [-2.5946, 3.7021, 0.0331], [-1.5121, 2.5384, 0.7270], [-2.6001, 3.4240, 1.8305], [-1.3293, 0.0945, 3.2312], [-1.5653, 1.5180, 3.7011], [-1.3258, 1.7876, 4.8832], [-1.9423, 2.3300, 2.8453], [-1.9589, -0.1606, 2.3789], [-1.6649, -0.5475, 4.0456], [-0.2828, 0.0647, 2.9278], [0.0148, -1.1041, -3.7207], [0.4355, 0.1009, -4.5000], [0.4908, -0.0202, -5.7372], [0.7955, 1.0879, -3.8840], [0.9138, -1.6502, -3.4349], [-0.6444, -1.7640, -4.2848], [-0.4624, -0.7847, -2.7943], [-0.4045, -0.9061, -0.2843], [-0.7219, 0.4487, 0.1618], [-0.0032, 1.3173, -0.3460], [-1.6741, 0.6430, 0.8604], [0.6751, -0.9513, -0.1415], [-0.5583, -1.0173, -1.3577], [-0.9744, -1.5323, 0.4021], [0.5309, 3.3285, 0.2953], [1.5631, 4.3302, 0.6485], [1.5340, 4.9713, 1.6792], [2.4659, 4.5119, -0.2070], [-0.4206, 3.6968, -0.0883], [0.3312, 2.7679, 1.2085], [1.0044, 2.6037, -0.3669], [0.6283, -3.9425, 0.3091], [0.5759, -3.4406, 1.7543], [0.9159, -2.0336, 1.7849], [1.9652, -1.6149, 2.4819], [2.1487, -0.1329, 2.4334], [2.7764, -2.2844, 3.1527], [1.6534, -3.9279, -0.0612], [0.0345, -3.3467, -0.3842], [0.1689, -4.9191, 0.1565], [-0.4002, -3.6282, 2.2017], [1.2127, -4.0906, 2.3544], [1.2144, 0.3640, 2.6949], [2.3865, 0.0815, 1.3915], [2.9613, 0.1426, 3.1056]], "e_above_lowest_kj_mol": 1060.2, "energy_ev": -68373.22694, "orbital_gap_ev": 7.646, "lumo_ha": -0.05616, "smiles": "C[N+](=O)[O-].C[N+](=O)[O-].C[N+](=O)[O-].C[N+](=O)[O-].C[N+](=O)[O-].C[N+](=O)[O-].C[N+](=O)[O-].C[N+](=O)[O-].C[N+](=O)[O-].CCOC(C)=O"}

No. 2
{"formula": "C13H35O4P", "method": "wB97M-V/def2-TZVPD", "species": ["C", "C", "C", "O", "H", "H", "H", "H", "H", "H", "H", "H", "C", "C", "C", "O", "H", "H", "H", "H", "H", "H", "H", "H", "C", "C", "C", "O", "H", "H", "H", "H", "H", "H", "H", "H", "C", "C", "C", "O", "C", "P", "H", "H", "H", "H", "H", "H", "H", "H", "H", "H", "H"], "coordinates": [[-2.4502, -0.4965, 3.3640], [-2.1289, 0.9887, 3.3779], [-3.3673, 1.8480, 3.1863], [-1.1342, 1.3007, 2.4048], [-2.8930, -0.7758, 2.4031], [-1.5440, -1.0838, 3.5079], [-3.1635, -0.7514, 4.1494], [-1.6563, 1.2454, 4.3291], [-3.8341, 1.6258, 2.2222], [-3.1059, 2.9055, 3.2065], [-4.1037, 1.6542, 3.9678], [-1.4819, 1.0744, 1.5333], [-1.4642, 0.4303, -3.3572], [-0.2282, 0.5847, -2.4910], [1.0320, 0.1058, -3.1923], [-0.4202, -0.1192, -1.2580], [-1.5933, -0.6376, -3.5433], [-2.3458, 0.8001, -2.8325], [-1.3755, 0.9551, -4.3092], [-0.0949, 1.6272, -2.1916], [0.9328, -0.9420, -3.4895], [1.8865, 0.1927, -2.5227], [1.2360, 0.6959, -4.0871], [-0.5865, -1.0430, -1.4887], [-3.2453, -4.5754, -1.2864], [-2.7705, -3.1350, -1.3514], [-3.9078, -2.1375, -1.2162], [-2.0274, -2.8968, -2.5517], [-3.9496, -4.7770, -2.0989], [-2.4045, -5.2615, -1.3800], [-3.7568, -4.7748, -0.3438], [-2.0446, -2.9598, -0.5530], [-4.6269, -2.2719, -2.0296], [-3.5259, -1.1174, -1.2549], [-4.4385, -2.2774, -0.2734], [-2.6114, -3.0524, -3.3028], [6.1221, 0.7800, 0.9085], [5.7593, 2.2594, 1.0479], [4.4184, 2.6775, 0.3962], [3.7810, 1.6295, -0.3201], [2.5312, 1.1948, 0.1747], [2.4541, 0.4462, 1.9098], [5.9310, 0.4246, -0.1034], [7.1784, 0.6260, 1.1330], [5.5455, 0.1521, 1.5880], [5.7385, 2.5319, 2.1066], [6.5585, 2.8541, 0.5990], [3.7290, 3.0673, 1.1506], [4.5932, 3.4821, -0.3225], [1.7839, 1.9937, 0.0988], [2.2161, 0.3953, -0.4945], [3.4441, 1.2653, 2.5011], [1.4094, 1.2718, 2.3795]], "energy_ev": -31526.02528, "orbital_gap_ev": 9.355, "lumo_ha": 0.02583, "smiles": "CC(C)O.CC(C)O.CC(C)O.CCCOCP"}

No. 3
{"formula": "C13H36Br3CaF13MgN3O4P3", "method": "wB97M-V/def2-TZVPD", "species": ["N", "P", "O", "H", "H", "H", "Mg", "F", "P", "F", "F", "F", "F", "F", "Br", "C", "C", "Br", "H", "H", "H", "H", "C", "C", "C", "O", "C", "N", "H", "H", "H", "H", "H", "H", "H", "H", "H", "H", "H", "H", "C", "C", "C", "O", "C", "N", "H", "H", "H", "H", "H", "H", "H", "H", "H", "H", "H", "C", "C", "O", "C", "H", "H", "H", "H", "H", "H", "F", "P", "F", "F", "F", "F", "F", "Ca", "F", "Br"], "coordinates": [[-0.6754, -3.4122, -0.5531], [0.6789, -4.5233, -0.1040], [1.5017, -3.9477, 1.1295], [-1.5584, -3.9515, -0.4145], [0.1025, -5.7960, 0.2966], [1.5405, -4.6836, -1.2474], [1.8685, -1.8056, 1.9471], [-0.6081, 0.2347, -0.1906], [-1.4767, 1.5244, -0.0911], [-2.5152, 1.8069, 1.0359], [-1.3931, 3.0632, -0.3220], [-1.2691, 1.7147, -1.6238], [-0.3563, 1.6809, 0.9816], [-2.7185, 0.6443, -0.4255], [-3.7897, -0.9208, 0.4318], [-3.8716, -1.8026, 2.1694], [-5.2848, -2.2184, 2.5057], [-6.3521, -0.6911, 3.0818], [-3.4372, -1.1129, 2.8983], [-3.2240, -2.6788, 2.0741], [-5.2926, -2.9070, 3.3554], [-5.8132, -2.6785, 1.6661], [2.6253, 3.4815, -5.0901], [2.0898, 2.3739, -4.1933], [1.6529, 1.1216, -4.9697], [0.3944, 1.3641, -5.6114], [0.5019, 1.7062, -6.9930], [0.8794, 2.8961, -3.4822], [1.8404, 3.9399, -5.6977], [3.0732, 4.2780, -4.4857], [3.3993, 3.0975, -5.7607], [2.8325, 2.1187, -3.4304], [1.4757, 0.3142, -4.2509], [2.4232, 0.7692, -5.6633], [1.3941, 1.2857, -7.4631], [0.5032, 2.7926, -7.0950], [-0.3803, 1.3193, -7.5101], [0.9911, 3.8536, -3.1254], [0.6039, 2.2844, -2.7060], [0.0899, 2.8751, -4.1491], [3.4413, 0.5808, 7.3443], [2.7785, -0.2614, 6.2575], [1.3310, -0.6822, 6.5983], [1.2354, -1.7476, 7.5491], [1.3628, -1.3379, 8.9030], [3.6269, -1.4288, 5.9742], [3.7647, -0.0142, 8.2020], [4.3356, 1.0766, 6.9489], [2.7630, 1.3611, 7.7052], [2.7350, 0.3572, 5.3521], [0.8671, -1.0662, 5.6819], [0.7252, 0.1751, 6.9149], [0.9272, -0.3497, 9.0795], [2.4119, -1.3532, 9.2004], [0.8348, -2.0645, 9.5269], [3.2324, -1.9345, 5.1809], [3.5154, -2.0818, 6.7560], [0.9209, 3.1392, -10.8924], [-0.1705, 2.9362, -11.9092], [-0.1987, 3.5849, -12.9537], [-1.2259, 1.9089, -11.5985], [1.6112, 3.9105, -11.2502], [0.4886, 3.4692, -9.9444], [1.4772, 2.2089, -10.7538], [-1.7537, 2.1839, -10.6819], [-0.7651, 0.9237, -11.4913], [-1.9481, 1.8704, -12.4209], [-1.4032, -3.5776, 8.8943], [-2.2717, -2.2879, 8.9938], [-3.3102, -2.0053, 10.1208], [-2.1881, -0.7491, 8.7629], [-2.0641, -2.0976, 7.4611], [-1.1513, -2.1314, 10.0665], [-3.5135, -3.1680, 8.6594], [-1.5690, 0.1534, -6.9026], [1.9872, -6.3738, -1.5003], [-5.2859, -2.5383, 9.2407]], "energy_ev": -323915.66628, "orbital_gap_ev": 0.855, "lumo_ha": -0.17908}

- Number 3 is which compound?
  C13H36Br3CaF13MgN3O4P3